1.
A structure of composition C29H53AuClGeO4Si, computed with the ωB97M-V functional and the def2-TZVPD basis.

```
! wB97M-V def2-TZVPD RIJCOSX def2/J DEFGRID3
* xyz -1 1
Au 0.222 0.239 0.156
C -0.058 -1.734 -0.163
C -0.172 -2.925 -0.363
C -0.303 -4.335 -0.531
C -1.107 -5.086 0.331
C -1.223 -6.456 0.170
C -0.541 -7.104 -0.851
C 0.259 -6.368 -1.715
C 0.377 -4.998 -1.559
H -1.638 -4.577 1.126
H -1.850 -7.023 0.848
H -0.634 -8.176 -0.974
H 0.794 -6.866 -2.515
H 0.998 -4.419 -2.231
Cl -0.265 3.239 -0.810
C 0.600 2.247 0.436
H 0.170 2.527 1.394
H 1.636 2.573 0.385
C 4.821 -4.054 -2.160
C 5.296 -2.950 -1.223
C 4.580 -1.614 -1.430
C 3.077 -1.678 -1.186
Ge 2.178 0.082 -1.219
C 1.539 0.449 -3.062
C 2.499 0.204 -4.232
C 3.282 1.439 -4.676
C 4.176 2.028 -3.594
H 5.408 -4.965 -2.027
H 4.912 -3.743 -3.203
H 3.776 -4.307 -1.974
H 6.373 -2.801 -1.354
H 5.149 -3.270 -0.187
H 4.783 -1.258 -2.448
H 5.022 -0.871 -0.759
H 2.871 -2.140 -0.216
H 2.576 -2.303 -1.929
H 3.261 1.099 -0.783
H 1.137 1.463 -3.093
H 0.675 -0.217 -3.153
H 1.927 -0.156 -5.094
H 3.207 -0.598 -3.991
H 2.575 2.203 -5.015
H 3.893 1.173 -5.545
H 3.586 2.415 -2.762
H 4.780 2.848 -3.988
H 4.853 1.271 -3.191
C -1.450 -3.204 3.775
C -2.408 -2.038 3.527
C -3.502 -1.991 4.593
C -3.023 -2.163 2.135
O -1.623 -0.859 3.662
Si -1.745 0.566 2.838
O -1.546 0.519 1.279
O -0.570 1.518 3.508
C -0.171 1.671 4.863
C 0.829 0.569 5.218
C 0.506 3.037 4.941
C -1.369 1.627 5.811
O -3.247 1.139 3.251
C -3.953 2.192 2.601
C -3.025 3.371 2.309
C -4.558 1.670 1.299
C -5.052 2.612 3.575
H -1.982 -4.159 3.741
H -0.977 -3.101 4.753
H -0.668 -3.201 3.013
H -4.121 -2.892 4.559
H -4.130 -1.116 4.426
H -3.052 -1.912 5.585
H -3.559 -3.111 2.052
H -2.247 -2.119 1.371
H -3.731 -1.350 1.958
H 1.673 0.607 4.527
H 0.352 -0.405 5.123
H 1.199 0.696 6.238
H 1.340 3.077 4.238
H 0.883 3.228 5.948
H -0.205 3.821 4.676
H -1.866 0.658 5.755
H -2.094 2.397 5.543
H -1.038 1.797 6.838
H -2.252 3.078 1.596
H -2.546 3.716 3.228
H -3.590 4.199 1.875
H -3.757 1.320 0.647
H -5.121 2.458 0.794
H -5.234 0.837 1.509
H -4.612 2.974 4.505
H -5.687 1.756 3.806
H -5.669 3.404 3.143
*
```

Properties
DFT total energy = -4400.29695 hartree
molecular weight = 798.86 g/mol
E_LUMO = 2.74 eV
frontier orbital gap = 8.324 eV
relative energy (zero: lowest compared OMol25 entry of this formula, charge and spin) = 0.077 eV

The Löwdin scheme yields these atomic charges, measured in e: 0.883 -0.198 -0.144 -0.254 -0.035 -0.095 -0.114 -0.100 -0.046 0.088 0.097 0.091 0.095 0.101 0.377 -0.777 -0.035 -0.040 -0.117 -0.279 -0.319 -0.376 0.777 -0.348 -0.294 -0.282 -0.125 0.064 0.072 0.054 0.097 0.104 0.086 0.092 0.062 0.049 -0.043 0.043 0.053 0.099 0.084 0.103 0.097 0.048 0.064 0.064 -0.034 -0.639 -0.030 -0.034 -0.109 -0.007 -0.382 -0.118 -0.648 -0.027 -0.035 -0.029 -0.110 -0.649 -0.029 -0.033 -0.037 0.080 0.080 0.082 0.081 0.078 0.082 0.085 0.057 0.077 0.088 0.072 0.081 0.084 0.080 0.079 0.075 0.078 0.084 0.058 0.080 0.087 0.075 0.082 0.082 0.077 0.080 0.080

2.
A structure of composition C29H53BO2P2Pm in a non-equilibrium geometry, computed with the ωB97M-V functional and the def2-TZVPD basis.

```
! wB97M-V def2-TZVPD RIJCOSX def2/J DEFGRID3
* xyz 1 5
Pm 0.016 -0.286 0.071
C 2.153 1.130 -0.542
C 1.362 2.003 0.251
C 2.017 0.239 1.592
C 2.574 0.050 0.291
C 1.267 1.455 1.561
C 2.537 1.336 -1.963
H 1.806 1.945 -2.508
H 2.655 0.385 -2.504
H 3.501 1.861 -2.034
C 3.296 -1.165 -0.170
H 3.367 -1.208 -1.263
H 2.760 -2.067 0.163
H 4.317 -1.238 0.229
C 2.033 -0.752 2.703
H 2.974 -0.735 3.270
H 1.901 -1.786 2.345
H 1.231 -0.544 3.426
C 0.495 2.033 2.692
H 1.136 2.668 3.320
H 0.083 1.250 3.347
H -0.333 2.659 2.345
C 0.798 3.305 -0.203
H 1.458 4.122 0.116
H -0.192 3.514 0.220
H 0.723 3.367 -1.294
C -1.241 -1.054 -1.991
C -0.757 0.174 -2.329
C -1.551 1.448 -2.309
C -2.538 1.672 -1.139
C -2.119 1.254 0.241
C -2.388 0.046 0.788
C -2.973 -1.126 0.048
C -2.618 -1.346 -1.460
H -2.173 1.516 -3.222
H -3.507 1.213 -1.406
H -0.841 2.295 -2.360
H -3.384 -0.841 -2.067
H -0.663 -1.947 -2.265
H 0.222 0.259 -2.820
H -2.787 -2.424 -1.635
H -2.711 -2.047 0.601
H -2.217 -0.129 1.862
H -4.078 -1.073 0.044
H -2.716 2.762 -1.119
H -1.734 2.079 0.859
P -6.315 0.742 -2.019
C -6.540 -0.707 -3.142
C -7.022 2.026 -3.142
P -7.479 1.193 0.713
C -7.820 0.462 -0.964
C -8.623 2.638 0.618
C -8.593 0.089 1.686
H -6.318 -1.623 -2.581
H -5.829 -0.619 -3.974
H -7.565 -0.750 -3.532
H -7.973 1.693 -3.576
H -6.293 2.199 -3.944
H -7.168 2.961 -2.588
H -9.607 0.064 1.268
H -8.624 0.461 2.717
H -8.165 -0.920 1.686
H -7.975 -0.622 -0.840
H -8.712 0.921 -1.424
H -8.685 3.075 1.623
H -9.624 2.337 0.285
H -8.204 3.385 -0.066
C 0.872 -6.345 0.748
C 1.490 -4.992 0.470
C 2.794 -4.886 1.257
O 0.566 -4.011 0.973
B 0.556 -2.961 0.086
O 1.148 -3.270 -1.129
C 1.650 -4.613 -1.057
C 3.065 -4.605 -1.588
C 0.799 -5.473 -1.976
H 0.797 -6.468 1.835
H 1.500 -7.154 0.351
H -0.132 -6.409 0.316
H 2.576 -5.087 2.315
H 3.514 -5.643 0.911
H 3.261 -3.892 1.184
H 3.498 -5.616 -1.545
H 3.031 -4.284 -2.639
H 3.707 -3.899 -1.042
H -0.266 -5.450 -1.703
H 0.908 -5.091 -2.999
H 1.156 -6.513 -1.971
*
```

Properties
DFT total energy = -2602.98371 hartree
molecular weight = 651.50 g/mol
E_LUMO (alpha / beta) = -3.59 / -3.49 eV
frontier orbital gap (alpha / beta) = 6.279 / 6.376 eV
relative energy (zero: lowest compared OMol25 entry of this formula, charge and spin) = 0.000 eV

The Löwdin scheme yields these atomic charges, measured in e: 1.787 -0.313 -0.308 -0.321 -0.307 -0.323 -0.040 0.070 0.082 0.105 -0.035 0.088 0.032 0.107 -0.023 0.103 0.070 0.081 -0.032 0.103 0.080 0.067 -0.024 0.104 0.071 0.068 -0.197 -0.186 -0.154 -0.169 -0.171 -0.208 -0.166 -0.160 0.142 0.054 0.102 0.104 0.116 0.114 0.133 0.120 0.133 0.130 0.134 0.100 0.776 -0.327 -0.312 0.757 -0.608 -0.328 -0.336 0.028 0.032 0.045 0.045 0.033 0.030 0.044 0.034 0.029 0.044 0.053 0.036 0.042 0.025 -0.015 -0.484 -0.007 0.054 -0.584 -0.004 -0.490 -0.010 -0.016 0.097 0.102 0.091 0.100 0.100 0.082 0.105 0.099 0.082 0.098 0.095 0.099

3.
A cluster of 6 separate species, C29H54BrN7O2P in total in a non-equilibrium geometry, computed with the ωB97M-V functional and the def2-TZVPD basis.

```
! wB97M-V def2-TZVPD RIJCOSX def2/J DEFGRID3
* xyz 1 1
C 1.259 0.678 1.538
N 1.069 -0.554 0.719
C 0.820 -1.778 1.540
C 0.107 -0.387 -0.362
O 0.246 -1.120 -1.381
C -1.137 0.604 -0.375
C -2.321 -0.098 0.438
C -3.782 0.135 -0.171
N -4.719 0.890 0.723
C -4.898 0.307 2.094
C -3.617 -0.469 2.651
P -3.566 -0.588 4.549
O -3.069 -2.205 4.851
Br -1.852 0.687 5.330
C -2.308 0.261 2.021
H 0.305 1.229 1.818
H 1.726 0.335 2.534
H 2.051 1.339 1.048
H 0.040 -2.433 1.027
H 1.791 -2.367 1.579
H 0.516 -1.504 2.607
H -0.814 1.613 0.046
H -1.500 0.719 -1.457
H -2.130 -1.231 0.392
H -4.192 -0.860 -0.529
H -3.649 0.780 -1.115
H -5.652 0.854 0.264
H -4.486 1.903 0.767
H -5.827 -0.363 2.186
H -5.094 1.179 2.818
H -3.687 -1.553 2.267
H -2.476 -2.523 4.131
H -1.412 -0.244 2.509
H -2.325 1.390 2.142
C -0.907 5.534 -3.189
C 0.409 4.798 -2.963
C 0.243 3.518 -2.140
C -0.310 3.849 -0.786
N -0.744 4.108 0.274
H -1.348 5.868 -2.246
H -0.744 6.422 -3.803
H -1.631 4.893 -3.700
H 1.111 5.472 -2.463
H 0.844 4.543 -3.934
H 1.209 3.021 -2.018
H -0.434 2.823 -2.644
C -2.636 6.809 -6.656
C -1.581 6.945 -7.749
C -1.219 5.607 -8.397
C -0.660 4.673 -7.366
N -0.224 3.943 -6.558
H -2.280 6.189 -5.829
H -2.884 7.789 -6.243
H -3.554 6.364 -7.050
H -0.685 7.405 -7.322
H -1.955 7.625 -8.520
H -0.472 5.758 -9.181
H -2.100 5.149 -8.853
C -4.229 -7.463 5.422
C -3.605 -6.141 5.858
C -4.555 -4.951 5.694
C -4.940 -4.801 4.249
N -5.241 -4.685 3.120
H -4.483 -7.457 4.359
H -3.528 -8.285 5.583
H -5.138 -7.674 5.992
H -2.694 -5.970 5.277
H -3.308 -6.217 6.907
H -4.068 -4.034 6.031
H -5.458 -5.096 6.293
C 6.020 -1.753 2.537
C 5.935 -0.544 1.612
C 5.706 0.769 2.366
C 4.413 0.702 3.121
N 3.401 0.644 3.712
H 5.087 -1.909 3.084
H 6.212 -2.658 1.959
H 6.830 -1.634 3.264
H 5.125 -0.704 0.893
H 6.863 -0.468 1.039
H 5.665 1.605 1.663
H 6.521 0.957 3.069
C 5.206 -2.865 -2.657
C 6.516 -3.608 -2.417
C 6.335 -4.883 -1.590
C 5.772 -4.543 -0.244
N 5.330 -4.275 0.810
H 4.758 -2.525 -1.720
H 5.378 -1.980 -3.274
H 4.482 -3.503 -3.173
H 7.218 -2.936 -1.913
H 6.959 -3.869 -3.382
H 7.297 -5.385 -1.457
H 5.659 -5.577 -2.096
*
```

Properties
DFT total energy = -4586.21994 hartree
molecular weight = 643.68 g/mol
E_LUMO = -3.10 eV
frontier orbital gap = 8.200 eV

The Löwdin scheme yields these atomic charges, measured in e: -0.097 -0.157 -0.071 -0.376 0.039 -0.076 -0.247 -0.081 0.037 -0.153 -0.466 0.602 -0.401 0.279 -0.186 0.075 0.044 0.102 0.097 0.100 0.087 0.070 0.125 0.148 0.158 0.148 0.191 0.198 0.155 0.143 0.128 0.062 0.076 0.124 -0.118 -0.262 -0.177 -0.228 0.137 0.069 0.071 0.070 0.116 0.095 0.121 0.113 -0.109 -0.265 -0.180 -0.201 0.136 0.044 0.077 0.080 0.112 0.111 0.117 0.119 -0.110 -0.268 -0.187 -0.224 0.119 0.070 0.076 0.080 0.110 0.112 0.087 0.121 -0.121 -0.268 -0.175 -0.181 0.140 0.071 0.015 0.080 0.104 0.109 0.114 0.120 -0.111 -0.269 -0.177 -0.180 0.146 0.063 0.073 0.079 0.110 0.110 0.116 0.119

4.
A cluster of 3 separate species, C29H54ClN3O7P2SSi in total in a non-equilibrium geometry, computed with the ωB97M-V functional and the def2-TZVPD basis.

```
! wB97M-V def2-TZVPD RIJCOSX def2/J DEFGRID3
* xyz 0 1
C -1.383 3.905 -0.908
Si -2.855 2.684 -0.595
C -4.477 3.784 -0.730
C -2.741 1.697 1.054
C -2.553 2.610 2.403
C -1.091 2.272 3.073
C -0.911 0.729 3.596
C 0.446 -0.029 2.984
C 1.837 0.791 3.268
C 3.181 0.138 2.595
C 3.154 0.011 0.962
C 2.945 1.418 0.151
Cl 1.124 1.730 0.027
C 3.318 1.064 -1.441
O 3.576 -0.111 -2.020
N 3.306 2.486 -2.015
C 3.603 3.601 -0.989
N 2.471 4.629 -0.782
C 2.789 5.810 -1.419
O 3.099 7.116 -1.648
C 3.998 2.658 0.334
P 5.875 2.380 0.111
N 6.379 2.532 -1.617
O 6.336 0.712 0.512
P 3.908 3.801 1.858
O 2.312 4.346 2.288
O 4.775 3.169 3.274
S 4.914 5.439 1.364
C -3.039 1.337 -2.012
C -3.678 1.635 -3.493
C -3.810 0.382 -4.569
C -3.348 -1.177 -4.247
C -2.678 -1.457 -2.775
C -2.544 -0.214 -1.700
H -0.599 3.441 -1.678
H -0.769 4.012 0.110
H -1.705 4.982 -1.235
H -4.378 4.692 0.021
H -4.470 4.168 -1.861
H -5.401 3.099 -0.517
H -3.736 1.058 1.164
H -1.849 0.942 0.977
H -2.727 3.751 2.175
H -3.376 2.272 3.196
H -0.275 2.645 2.322
H -0.991 2.972 4.034
H -1.866 0.053 3.358
H -0.795 0.749 4.771
H 0.285 -0.339 1.849
H 0.505 -1.057 3.587
H 1.698 1.870 2.835
H 1.934 0.903 4.450
H 3.248 -0.979 3.012
H 4.195 0.648 2.933
H 4.089 -0.611 0.603
H 2.208 -0.668 0.699
H 3.750 2.617 -2.951
H 4.475 4.338 -1.336
H 7.372 2.848 -1.701
H 6.194 1.641 -2.128
H 6.645 0.291 -0.363
H 1.600 3.987 1.682
H 5.747 3.245 2.970
H -4.021 2.725 -3.747
H -4.288 0.559 -5.646
H -3.483 -2.053 -5.029
H -2.330 -2.544 -2.464
H -2.059 -0.497 -0.647
C -5.814 -6.396 -5.787
C -6.320 -4.970 -5.895
O -5.384 -4.080 -6.506
C -4.995 -4.389 -7.842
C -6.153 -4.410 -8.822
H -4.877 -6.430 -5.225
H -6.553 -7.025 -5.277
H -5.624 -6.837 -6.769
H -6.504 -4.583 -4.887
H -7.279 -4.925 -6.421
H -4.440 -5.333 -7.862
H -4.288 -3.610 -8.149
H -6.888 -5.179 -8.570
H -5.792 -4.613 -9.835
H -6.674 -3.447 -8.820
C 3.673 -1.936 7.159
C 2.329 -2.315 6.565
O 2.428 -2.919 5.275
C 3.172 -4.133 5.199
C 2.609 -5.244 6.067
H 4.211 -1.256 6.492
H 3.536 -1.442 8.128
H 4.310 -2.809 7.319
H 1.731 -1.406 6.438
H 1.763 -2.963 7.242
H 4.226 -3.943 5.430
H 3.140 -4.454 4.152
H 2.627 -4.982 7.128
H 3.194 -6.161 5.939
H 1.568 -5.450 5.798
*
```

Properties
DFT total energy = -3658.37649 hartree
molecular weight = 714.32 g/mol
E_LUMO = -0.51 eV
frontier orbital gap = 7.729 eV

The Löwdin scheme yields these atomic charges, measured in e: -0.242 0.512 -0.230 -0.299 -0.249 -0.228 -0.196 -0.216 -0.210 -0.188 -0.189 -0.589 0.723 -0.299 -0.020 0.056 -0.379 0.073 -0.059 0.007 -0.543 0.932 -0.183 -0.359 0.422 -0.261 -0.303 0.276 -0.212 -0.064 -0.072 -0.066 -0.076 -0.069 0.039 0.020 0.050 0.048 0.044 0.048 0.105 0.051 0.105 0.118 0.055 0.122 0.123 0.110 0.085 0.116 0.054 0.132 0.122 0.104 0.123 0.122 0.135 0.127 0.055 0.039 0.068 0.033 0.064 0.074 0.080 0.081 0.082 0.074 -0.084 -0.276 -0.177 -0.281 -0.084 0.082 0.079 0.065 0.120 0.105 0.105 0.118 0.065 0.078 0.083 -0.080 -0.276 -0.183 -0.280 -0.083 0.081 0.080 0.066 0.112 0.105 0.106 0.119 0.065 0.078 0.083

5.
A cluster of 2 separate species, C29H55BClF2IN4O3Si in total in a non-equilibrium geometry, computed with the ωB97M-V functional and the def2-TZVPD basis.

```
! wB97M-V def2-TZVPD RIJCOSX def2/J DEFGRID3
* xyz 0 1
C 1.744 -2.389 5.632
C 1.717 -3.789 4.716
Cl 3.266 -4.712 5.168
C 1.640 -3.295 3.155
B 1.043 -4.420 2.102
C -0.560 -4.820 2.176
F -0.629 -6.312 1.946
F -1.201 -4.520 3.490
C -1.489 -4.029 1.041
C -1.388 -2.396 1.129
Si -3.057 -1.458 0.913
C -3.961 -1.819 -0.771
C -4.192 -1.971 2.386
C -2.621 0.447 1.110
C -1.214 0.904 0.329
C -0.619 2.437 0.391
C -1.512 3.516 1.304
C -2.936 3.075 2.063
C -3.521 1.510 1.988
O 2.019 -5.555 2.265
C 3.221 -5.260 1.417
C 2.687 -4.325 0.137
C 3.696 -3.085 -0.245
C 3.312 -1.656 0.457
C 3.737 -0.321 -0.420
C 5.109 -0.492 -1.298
N 5.528 0.724 -2.091
C 4.572 1.886 -1.955
N 4.922 2.870 -1.023
N 3.265 2.078 -2.691
C 2.344 -5.482 -0.971
C 2.078 -4.938 -2.494
C 1.275 -3.512 -2.595
I 3.926 -4.959 -3.745
O 1.360 -4.010 0.688
H 0.730 -1.807 5.568
H 2.589 -1.720 5.119
H 2.120 -2.599 6.720
H 0.787 -4.389 5.097
H 0.987 -2.296 3.156
H 2.740 -2.927 2.873
H -2.611 -4.407 1.181
H -1.156 -4.429 -0.025
H -0.686 -2.039 0.235
H -0.931 -2.052 2.151
H -3.984 -2.985 -0.941
H -5.104 -1.480 -0.738
H -3.414 -1.329 -1.701
H -4.846 -1.035 2.659
H -4.928 -2.836 2.081
H -3.522 -2.208 3.316
H -0.594 0.091 -0.284
H 0.383 2.706 -0.150
H -1.060 4.611 1.372
H -3.530 3.888 2.703
H -4.507 1.154 2.516
H 3.653 -6.322 1.146
H 4.108 -4.723 1.960
H 4.780 -3.371 0.130
H 3.741 -2.979 -1.409
H 3.866 -1.543 1.506
H 2.159 -1.525 0.704
H 3.813 0.564 0.378
H 2.773 -0.055 -1.073
H 5.091 -1.400 -2.064
H 6.005 -0.733 -0.548
H 5.458 0.438 -3.109
H 4.198 3.626 -1.005
H 2.540 2.564 -2.082
H 2.819 1.175 -2.964
H 3.282 -6.211 -1.008
H 1.453 -6.126 -0.523
H 1.375 -5.749 -3.016
H 2.016 -2.620 -2.869
H 0.553 -3.607 -3.541
H 0.581 -3.263 -1.687
C -3.704 5.381 -3.046
N -3.757 6.793 -2.463
C -5.215 7.118 -2.139
C -3.251 7.785 -3.495
C -2.948 6.882 -1.141
C -1.437 6.633 -1.283
O -1.170 5.327 -1.775
H -4.485 5.297 -3.809
H -2.735 5.221 -3.523
H -3.884 4.661 -2.243
H -5.798 7.067 -3.063
H -5.259 8.127 -1.719
H -5.581 6.383 -1.415
H -2.234 7.512 -3.786
H -3.272 8.785 -3.054
H -3.909 7.739 -4.369
H -3.389 6.139 -0.465
H -3.123 7.885 -0.732
H -0.969 6.721 -0.296
H -0.966 7.366 -1.945
H -0.200 5.207 -1.782
*
```

Properties
DFT total energy = -2854.06251 hartree
molecular weight = 747.04 g/mol
E_LUMO = -1.50 eV
frontier orbital gap = 4.938 eV

The Löwdin scheme yields these atomic charges, measured in e: -0.184 -0.645 0.491 -0.113 -0.818 -0.160 -0.057 -0.063 -0.130 -0.260 0.515 -0.231 -0.215 -0.188 -0.052 -0.072 -0.094 -0.084 -0.055 -0.088 -0.104 -0.331 -0.102 -0.184 -0.205 -0.216 -0.036 -0.406 0.060 0.030 -0.168 -0.699 -0.178 0.648 -0.095 0.075 0.081 0.059 0.111 0.101 0.104 0.119 0.126 0.073 0.096 0.048 0.050 0.045 0.018 0.057 0.063 0.083 0.063 0.062 0.072 0.075 0.129 0.113 0.132 0.043 0.119 0.118 0.122 0.094 0.120 0.138 0.112 0.011 0.072 0.064 0.099 0.158 0.085 0.062 0.080 0.076 0.020 -0.341 0.012 0.017 -0.071 -0.224 -0.085 0.109 0.101 0.120 0.109 0.109 0.115 0.106 0.114 0.113 0.138 0.139 0.127 0.116 0.116